(1)
Here is a structure of composition C32H26GdIN2O2P at a distorted geometry from the OMol25 dataset. Energies are from ωB97M-V/def2-TZVPD.

The value obtained for the lowest unoccupied orbital energy (spin up / spin down) is -4.32 / -6.46 eV. As for the charge: +1. The calculation puts the total energy at -78891.98300 eV. For the frontier orbital gap (spin up / spin down), the calculation gives 0.2419 / 0.1603 hartree. Its spin multiplicity is 8. As for the expectation value of S²: 16.08.

Each line ends with the Mulliken charge.
Atoms and positions in Å:
1 Gd 11.5762 12.1296 8.2393  0.74
2 C 7.2655 11.1370 9.5908  -0.62
3 C 7.2917 12.4508 8.9117  0.42
4 N 6.1588 12.9929 8.5094  -0.60
5 C 6.1021 14.2130 7.9414  -0.79
6 C 7.2625 14.8701 7.5711  0.77
7 C 7.1527 16.1690 6.7884  -1.00
8 O 8.0630 16.2716 5.7149  -0.47
9 C 8.4923 14.2875 7.8417  0.10
10 C 9.7247 14.7415 7.2613  -0.28
11 N 10.8393 14.0331 7.1089  -0.05
12 C 12.0203 14.6317 6.8808  0.79
13 C 12.1426 15.7883 6.0984  -0.58
14 C 13.4186 16.2707 5.8072  -0.61
15 C 14.4952 15.7763 6.5180  -0.51
16 C 14.3257 14.7287 7.4560  -0.20
17 C 13.1561 14.0129 7.5407  -0.15
18 I 11.8715 10.5872 5.6304  -0.35
19 C 8.5677 13.1186 8.6766  0.24
20 O 9.6396 12.5770 9.2088  -0.17
21 H 7.9928 11.0521 10.4041  -0.02
22 H 7.4495 10.3902 8.8274  0.27
23 H 6.2400 10.9392 10.0651  0.36
24 H 5.0982 14.6000 7.6887  0.38
25 H 7.3740 17.0018 7.5214  0.27
26 H 6.1585 16.3391 6.3892  0.48
27 H 7.5382 16.1283 4.9191  0.31
28 H 9.7081 15.7875 6.9480  0.59
29 H 11.1983 16.0621 5.5673  0.38
30 H 13.5366 17.0142 5.0191  0.42
31 H 15.4986 16.1659 6.3319  0.38
32 H 15.1715 14.5101 8.1558  0.30
33 C 11.6654 8.9731 15.9732  -0.41
34 C 10.7102 9.9581 15.9683  -0.57
35 C 10.2440 10.5077 14.7211  -0.22
36 C 10.9674 10.1935 13.5430  0.42
37 C 11.9539 9.2339 13.5524  -0.26
38 C 12.3085 8.6155 14.7885  -0.57
39 P 10.5070 10.9894 11.9956  -0.29
40 C 11.9120 12.1194 11.8405  0.88
41 C 11.9831 13.2592 12.6385  -0.71
42 C 12.9247 14.2679 12.3202  -0.61
43 C 13.8079 14.1287 11.2525  -0.52
44 C 13.9019 12.8544 10.6654  -0.22
45 C 12.9554 11.8956 10.9540  -0.66
46 C 10.6280 9.6282 10.8081  0.71
47 C 10.0788 8.3600 11.1175  -0.75
48 C 10.1426 7.3289 10.1919  -0.61
49 C 10.5619 7.5454 8.9411  -0.84
50 C 11.0168 8.7886 8.5859  -0.52
51 C 10.9508 9.8997 9.4569  0.91
52 H 11.9583 8.4986 16.9935  0.28
53 H 10.2073 10.2533 16.8887  0.39
54 H 9.3841 11.2067 14.7172  0.39
55 H 12.4915 8.9515 12.6974  0.40
56 H 13.0417 7.8126 14.6890  0.38
57 H 11.3112 13.3259 13.4594  0.55
58 H 12.8344 15.2050 12.8285  0.41
59 H 14.4561 14.8977 10.8289  0.42
60 H 14.7509 12.5569 10.0054  0.39
61 H 13.1960 10.8251 10.8419  0.17
62 H 9.7191 8.1033 12.1116  0.52
63 H 9.8712 6.3333 10.5325  0.39
64 H 10.4998 6.7947 8.1678  0.46
65 H 11.5270 8.9212 7.6158  -0.12

Forces on the atoms, in the same order (eV/Å):
Gd 1.81 -0.30 -0.90
C -1.58 -0.43 1.19
C -0.70 1.05 0.02
N 0.02 -0.65 0.88
C 0.77 -0.10 -0.38
C -1.39 0.87 -0.74
C 0.43 0.94 1.26
O -0.15 -0.10 -0.51
C 2.35 -1.09 -0.19
C 0.18 0.64 -0.36
N -2.86 0.46 1.64
C 2.22 0.38 -0.24
C -0.41 -0.07 -1.31
C -1.51 0.27 -0.39
C 0.59 -0.57 0.63
C 1.08 0.18 0.53
C -1.62 -0.09 0.20
I -0.07 0.68 0.40
C 0.16 -1.64 0.85
O -1.98 1.62 -1.22
H 0.12 0.07 -0.39
H 0.15 -0.50 0.03
H 1.39 0.37 -0.98
H 0.70 -0.23 0.18
H -0.22 -0.63 -0.82
H -0.35 -0.18 0.42
H 0.40 0.03 -0.12
H 0.33 -0.25 0.04
H 1.21 0.35 0.27
H 0.07 -0.08 0.36
H -0.33 -0.02 0.14
H -0.62 -0.07 -0.98
C 1.39 -0.97 1.69
C -1.74 0.86 -1.52
C 1.24 -0.30 1.02
C -1.50 0.16 0.78
C 0.35 -0.46 3.31
C -0.39 0.05 -1.64
P -0.99 0.29 0.90
C 0.12 0.30 0.22
C 0.72 0.09 -1.31
C -0.77 -0.38 -0.47
C 0.09 -0.91 -0.50
C 0.87 0.18 -0.49
C 0.70 -1.43 0.16
C -0.18 0.85 -1.07
C 0.65 0.21 0.10
C -1.15 -0.44 2.35
C 0.11 0.01 -1.98
C 1.64 2.35 -1.09
C -0.33 -3.60 1.45
H -0.47 0.79 -2.08
H 0.15 -0.10 -0.22
H 0.74 -0.48 -0.11
H 0.53 -0.28 -1.16
H -0.12 0.27 0.58
H -0.52 0.53 0.53
H 0.23 0.35 0.39
H -0.23 0.07 0.71
H -0.75 0.56 0.53
H -0.22 0.44 -0.95
H 0.18 0.43 -0.02
H -0.14 0.11 -0.16
H 0.32 -0.24 0.07
H -0.68 -0.22 0.48

(2)
Here is a structure of composition C32H26N9O8P2SeZr from the OMol25 dataset. Energies are from ωB97M-V/def2-TZVPD.

The value obtained for the lowest unoccupied orbital energy is -3.69 eV. As for the charge: +1. The calculation puts the total energy at -148610.77744 eV. Its energy above the lowest of the compared OMol25 structures with the same formula, charge and spin is 2.6 kcal/mol. For the frontier orbital gap, the calculation gives 0.2437 hartree.

Each line ends with the Mulliken charge.
Atoms and positions in Å:
1 Zr -0.2920 0.2079 0.5611  0.93
2 O 1.2031 0.5930 -2.5253  -0.44
3 P 1.4706 1.9092 -1.6228  0.63
4 O 1.5907 3.1341 -2.3947  -0.73
5 O 0.3457 1.7840 -0.5642  -0.54
6 O 2.8291 1.5174 -0.8589  -0.35
7 P 3.0393 0.7151 0.5183  0.57
8 O 3.0197 1.9350 1.5261  -0.51
9 O 4.2042 -0.1600 0.5117  -0.75
10 O 1.6815 -0.0602 0.7012  0.02
11 H 1.6594 0.6775 -3.3724  0.30
12 H 3.4376 1.7432 2.3820  0.39
13 C -9.9919 5.6004 -7.9367  -0.85
14 O -9.8683 5.8530 -6.5437  -0.45
15 C -8.9092 5.1969 -5.8637  0.94
16 C -8.8308 5.4845 -4.4980  -0.70
17 C -7.8784 4.8690 -3.7193  -0.52
18 C -6.9799 3.9549 -4.2770  0.12
19 C -7.0715 3.6691 -5.6339  -0.87
20 C -8.0258 4.2806 -6.4302  -0.40
21 C -5.9496 3.2971 -3.4793  0.33
22 N -5.2493 2.2457 -3.8458  -0.83
23 C -4.4008 2.0010 -2.8041  1.28
24 C -4.5868 2.9062 -1.7855  0.14
25 N -5.5882 3.7331 -2.2283  -0.11
26 C -3.8214 2.8881 -0.5870  0.16
27 C -3.9722 3.7971 0.4739  -0.54
28 C -3.1715 3.6864 1.5765  -1.18
29 C -2.2281 2.6587 1.6257  -0.56
30 N -2.0692 1.7845 0.6444  0.99
31 C -2.8381 1.8859 -0.4717  0.00
32 C -2.6160 0.9364 -1.5459  -0.30
33 N -1.6282 0.0148 -1.4022  1.15
34 C -1.4045 -0.8332 -2.3912  -0.35
35 C -2.1483 -0.8518 -3.5728  -1.19
36 C -3.1545 0.0620 -3.7333  -0.74
37 C -3.3995 0.9861 -2.7071  0.27
38 H -10.8096 6.2251 -8.2812  0.24
39 H -10.2305 4.5519 -8.1262  0.35
40 H -9.0774 5.8734 -8.4672  0.35
41 H -9.5337 6.1897 -4.0767  0.43
42 H -7.8605 5.0941 -2.6590  0.27
43 H -6.3779 2.9617 -6.0677  0.43
44 H -8.0699 4.0431 -7.4823  0.41
45 H -5.9333 4.5661 -1.7850  0.24
46 H -4.7155 4.5817 0.4111  0.48
47 H -3.2497 4.3730 2.4069  0.46
48 H -1.5856 2.5304 2.4863  0.44
49 H -0.5849 -1.5261 -2.2660  0.53
50 H -1.9081 -1.5768 -4.3369  0.50
51 H -3.7609 0.1057 -4.6282  0.60
52 N -4.0532 -2.1028 1.7112  0.11
53 C -3.4462 -0.9181 1.6338  -0.54
54 N -2.2579 -1.0903 1.0901  0.47
55 C -2.1974 -2.4317 0.8599  0.10
56 N -3.2730 -3.0823 1.2218  -0.74
57 C -0.9817 -3.0111 0.2982  0.24
58 C -0.8336 -4.3633 0.0312  -0.55
59 N 0.2994 -4.8533 -0.4551  -0.55
60 C 1.2908 -3.9950 -0.6556  -0.53
61 C 1.1639 -2.6369 -0.3872  -0.63
62 N 0.0161 -2.1427 0.0791  0.73
63 H -4.9636 -2.3225 2.0837  0.22
64 H -3.8682 0.0118 1.9773  0.55
65 H -1.6500 -5.0492 0.2191  0.51
66 H 2.2250 -4.3857 -1.0375  0.43
67 H 1.9849 -1.9486 -0.5309  0.48
68 Se -0.4401 0.0544 3.1970  -0.24
69 C 1.3078 0.5303 3.8355  0.58
70 C 2.3554 -0.3794 3.7317  -0.33
71 C 3.6240 -0.0353 4.1736  -0.51
72 C 3.8503 1.2157 4.7380  -0.66
73 C 2.7967 2.1126 4.8677  -0.56
74 C 1.5280 1.7718 4.4184  -0.45
75 H 2.1815 -1.3465 3.2789  0.37
76 H 4.4392 -0.7377 4.0631  0.35
77 H 4.8398 1.4869 5.0811  0.37
78 H 2.9651 3.0844 5.3130  0.37
79 H 0.7149 2.4795 4.5153  0.38

Forces on the atoms, in the same order (eV/Å):
Zr 0.02 -0.22 -0.04
O 0.03 0.06 0.04
P 0.07 -0.07 0.01
O 0.00 0.01 0.00
O 0.00 0.17 -0.03
O -0.08 0.04 0.11
P -0.12 0.00 -0.21
O 0.06 -0.15 -0.03
O 0.03 0.06 0.08
O 0.12 0.09 0.08
H 0.00 -0.02 -0.03
H -0.01 -0.02 -0.02
C 0.00 0.00 -0.01
O 0.00 -0.01 0.00
C -0.02 0.03 0.01
C 0.01 -0.01 -0.02
C -0.01 0.00 0.01
C 0.01 -0.01 -0.01
C -0.01 0.01 -0.01
C 0.01 -0.01 0.01
C -0.01 0.01 0.03
N 0.00 -0.01 0.00
C -0.01 0.01 0.00
C 0.07 -0.04 -0.01
N -0.01 0.00 -0.02
C -0.01 0.00 -0.01
C -0.03 -0.01 -0.06
C 0.00 0.04 0.03
C 0.05 -0.04 -0.03
N -0.06 0.02 -0.04
C 0.02 0.01 0.10
C -0.04 0.01 0.00
N -0.03 -0.07 0.01
C 0.01 0.00 -0.01
C -0.01 0.00 -0.01
C 0.01 0.00 0.01
C 0.01 0.04 -0.01
H 0.00 0.00 0.00
H 0.00 0.00 0.00
H 0.00 0.00 0.00
H 0.00 0.00 0.00
H 0.00 0.00 0.00
H 0.00 0.00 0.00
H 0.00 0.00 0.00
H 0.00 0.00 0.00
H 0.01 0.01 0.02
H -0.01 0.01 -0.01
H 0.00 -0.01 0.00
H 0.00 0.00 0.02
H -0.01 0.01 -0.01
H 0.01 -0.01 -0.01
N -0.02 0.01 -0.01
C 0.02 0.00 0.01
N -0.01 0.01 0.03
C 0.00 0.02 0.02
N 0.01 -0.02 0.00
C 0.00 -0.05 -0.01
C -0.02 0.02 0.01
N 0.01 -0.01 0.00
C -0.01 0.01 0.01
C 0.03 0.00 -0.01
N -0.03 0.03 0.03
H 0.00 0.00 0.00
H 0.00 0.00 0.00
H 0.01 -0.01 0.00
H -0.01 -0.01 0.00
H -0.01 0.01 0.01
Se -0.03 0.03 -0.03
C 0.08 0.01 0.05
C -0.09 -0.04 -0.05
C 0.03 0.04 0.02
C -0.03 0.00 -0.01
C 0.03 0.00 0.00
C -0.04 0.01 0.00
H 0.02 -0.01 0.00
H 0.00 -0.01 0.00
H 0.00 0.00 0.00
H -0.01 0.00 0.00
H -0.01 0.00 -0.01

(3)
Here is a structure of composition C32H26O10P2S at a distorted geometry from the OMol25 dataset. Energies are from ωB97M-V/def2-TZVPD.

The value obtained for the lowest unoccupied orbital energy is -0.97 eV. As for the charge: 0. The calculation puts the total energy at -83493.05588 eV. Its energy above the lowest of the compared OMol25 structures with the same formula, charge and spin is 23.8 kcal/mol. For the frontier orbital gap, the calculation gives 0.2822 hartree.

Each line ends with the Mulliken charge.
Atoms and positions in Å:
1 C -9.5723 1.1052 -0.7535  -1.00
2 P -8.8289 2.6850 -0.1051  0.12
3 C -9.4274 3.0841 1.6172  -1.00
4 C -6.9545 2.6534 -0.2006  -0.04
5 O -6.6718 3.5295 -1.3463  -0.26
6 S -5.7974 2.7665 -2.5034  1.10
7 O -6.5308 2.1338 -3.6051  -0.59
8 O -4.8996 3.8134 -3.0052  -0.56
9 O -5.1432 1.6604 -1.4577  -0.23
10 C -6.3169 1.3149 -0.6520  -0.11
11 P -6.1283 0.0803 0.7487  0.16
12 O -5.5645 -1.3526 0.1130  -0.46
13 O -4.9403 0.6145 1.8084  -0.46
14 H -9.5032 1.1352 -1.8461  0.33
15 H -9.1479 0.1759 -0.3515  0.25
16 H -10.6431 1.1267 -0.5159  0.38
17 H -9.5421 4.1718 1.6808  0.33
18 H -10.4269 2.6493 1.7202  0.31
19 H -8.7563 2.7914 2.4336  0.33
20 H -6.4528 3.1494 0.6392  0.43
21 H -6.9302 0.7492 -1.3776  0.27
22 H -6.2712 -1.9804 0.2362  0.37
23 H -5.1235 1.5428 1.9550  0.33
24 C -2.1513 2.6563 -3.0646  -0.65
25 C -2.5424 1.9395 -4.1917  -0.54
26 C -1.8998 0.7554 -4.5217  -0.63
27 C -0.8539 0.2878 -3.7310  0.22
28 C -0.4462 1.0187 -2.6128  0.16
29 C -1.1053 2.1982 -2.2769  -0.52
30 C 0.6963 0.5599 -1.7854  0.39
31 O 1.0519 1.1918 -0.8069  -0.71
32 C 1.4043 -0.6831 -2.1795  0.10
33 C 2.5117 -1.0974 -1.4479  -0.25
34 C 3.1779 -2.2633 -1.7933  -0.41
35 C 2.7324 -3.0258 -2.8694  -0.62
36 C 1.6316 -2.6148 -3.6062  -0.67
37 C 0.9695 -1.4374 -3.2691  0.35
38 C -0.1867 -0.9894 -4.0850  0.56
39 O -0.5752 -1.6537 -5.0265  -0.68
40 H -2.6577 3.5715 -2.8052  0.51
41 H -3.3516 2.3054 -4.8107  0.54
42 H -2.2086 0.1970 -5.3948  0.48
43 H -0.7994 2.7584 -1.4039  0.49
44 H 2.8552 -0.5073 -0.6116  0.54
45 H 4.0435 -2.5808 -1.2232  0.46
46 H 3.2477 -3.9397 -3.1352  0.41
47 H 1.2895 -3.2060 -4.4447  0.47
48 C 4.3417 1.3821 3.0496  -0.66
49 C 3.9574 0.6659 1.9194  -0.37
50 C 4.6055 -0.5160 1.5950  -0.26
51 C 5.6465 -0.9816 2.3903  0.09
52 C 6.0467 -0.2518 3.5104  0.35
53 C 5.3836 0.9261 3.8434  -0.66
54 C 7.1862 -0.7100 4.3434  0.58
55 O 7.5337 -0.0786 5.3222  -0.67
56 C 7.8985 -1.9522 3.9514  0.11
57 C 9.0041 -2.3680 4.6875  -0.55
58 C 9.6697 -3.5333 4.3388  -0.45
59 C 9.2296 -4.2934 3.2591  -0.50
60 C 8.1321 -3.8811 2.5192  -0.45
61 C 7.4688 -2.7051 2.8572  0.06
62 C 6.3164 -2.2569 2.0371  0.43
63 O 5.9318 -2.9187 1.0909  -0.68
64 H 3.8301 2.3002 3.3078  0.40
65 H 3.1505 1.0293 1.2931  0.51
66 H 4.3043 -1.0747 0.7218  0.50
67 H 5.6841 1.4866 4.7181  0.48
68 H 9.3458 -1.7807 5.5288  0.47
69 H 10.5322 -3.8521 4.9098  0.40
70 H 9.7463 -5.2063 2.9926  0.40
71 H 7.7938 -4.4702 1.6778  0.47

Forces on the atoms, in the same order (eV/Å):
C 0.47 -0.17 0.65
P -0.98 1.18 -0.63
C 0.65 -0.27 -0.07
C -0.43 -0.73 -0.86
O 0.51 -1.16 -0.96
S 0.98 2.34 -2.45
O 0.53 0.24 3.02
O -1.03 -2.17 1.72
O -0.86 1.45 -1.00
C 1.24 -0.86 0.02
P -1.21 -0.66 1.24
O 0.79 2.13 0.04
O -0.35 -0.89 -1.81
H 0.17 -0.03 0.23
H -0.13 0.14 -0.14
H 0.24 0.14 0.08
H 0.05 -0.22 -0.20
H 0.27 -0.08 0.14
H -0.36 -0.28 -0.10
H -0.14 -0.35 0.03
H -0.42 0.26 0.59
H -0.34 -0.43 0.16
H 0.16 0.52 0.28
C 0.29 -0.12 0.03
C 0.09 -0.09 0.04
C -0.11 0.15 0.03
C -0.04 0.16 0.07
C -0.13 0.03 -0.08
C -0.13 0.03 -0.14
C 0.12 0.33 0.45
O -0.01 -0.08 -0.09
C 0.09 -0.14 -0.06
C 0.13 -0.22 -0.07
C -0.04 0.04 0.00
C -0.10 0.12 0.00
C 0.17 -0.08 0.09
C 0.15 -0.06 0.11
C -0.23 -0.28 -0.47
O 0.06 0.06 0.10
H -0.02 0.03 -0.01
H -0.01 0.01 0.04
H 0.09 -0.10 0.05
H 0.11 -0.09 0.00
H -0.16 0.13 -0.04
H -0.02 -0.01 0.01
H 0.00 0.01 0.00
H -0.10 0.11 -0.02
C 0.09 -0.11 0.00
C 0.03 -0.04 0.01
C -0.11 0.21 0.06
C -0.03 0.15 0.06
C -0.14 0.04 -0.11
C -0.14 0.09 -0.09
C 0.13 0.33 0.46
O -0.02 -0.07 -0.09
C 0.10 -0.18 -0.09
C 0.12 -0.15 -0.01
C -0.11 0.05 -0.05
C -0.07 0.09 0.01
C 0.15 -0.08 0.07
C 0.15 -0.05 0.12
C -0.20 -0.30 -0.47
O 0.05 0.07 0.08
H 0.00 -0.01 -0.01
H 0.00 -0.01 0.01
H 0.12 -0.14 0.06
H 0.11 -0.10 0.01
H -0.12 0.08 -0.02
H -0.01 0.00 0.00
H -0.01 0.01 0.00
H -0.10 0.11 -0.02

The lowest charge belongs to which entry?
C32H26O10P2S